69
Properties=species:S:1:pos:R:3 method="wB97M-V/def2-TZVPD" total_charge=0 spin_multiplicity=3 s2=2.011 e_homo_ev="-7.37 / -9.89" homo_lumo_gap_ev="7.47 / 6.84" de_lowest_ev=0.000
Cu 1.41498 -12.16538 -21.68998
C 3.04201 -14.78890 -19.64748
C 1.72432 -14.17936 -19.10425
O 0.94995 -13.47612 -20.00831
H 3.51767 -14.01230 -20.24643
H 3.08272 -15.60762 -20.36591
H 3.67679 -15.04718 -18.79987
H 2.03917 -13.68915 -18.18301
H 1.29577 -15.09688 -18.70101
O 5.63391 -15.59236 -20.98364
S 6.30333 -14.40700 -21.45254
O 5.56719 -13.38323 -22.21087
O 7.08934 -13.69041 -20.16224
C 7.89107 -14.56299 -19.31795
C 8.65895 -13.84248 -18.22936
C 7.69980 -14.83248 -22.54678
H 8.66092 -14.99286 -19.95876
H 7.22502 -15.35756 -18.98160
H 9.23199 -14.58573 -17.67501
H 8.00577 -13.30033 -17.54559
H 9.40848 -13.18649 -18.67205
H 8.38254 -15.51930 -22.04654
H 8.19740 -13.98497 -23.01819
H 7.16098 -15.29907 -23.37145
O 5.58206 -19.52986 -16.54824
S 5.95563 -18.72165 -17.70313
O 7.23040 -17.90326 -17.81144
O 5.86348 -19.77982 -18.97808
C 4.70841 -20.63757 -19.03894
C 4.87671 -21.66028 -20.15505
C 4.56751 -17.72074 -18.28171
H 3.83950 -20.02842 -19.28798
H 4.53127 -21.22819 -18.14011
H 4.91152 -21.23820 -21.15940
H 4.03380 -22.34968 -20.10666
H 5.61862 -22.42239 -19.91660
H 4.62495 -16.72261 -17.84750
H 3.65055 -18.19424 -17.93088
H 4.61951 -17.68423 -19.36986
O -4.15829 -17.01635 -22.95898
S -3.32311 -16.45076 -21.91329
O -3.42411 -16.91017 -20.55148
O -1.75460 -16.63154 -22.38449
C -0.70454 -16.12748 -21.63274
C 0.60183 -16.54825 -22.28448
C -3.52675 -14.56457 -21.89978
H -0.69822 -16.50320 -20.60956
H -0.80117 -15.04193 -21.65101
H 0.69002 -17.62287 -22.44423
H 1.45227 -16.30373 -21.64804
H 0.72721 -16.05467 -23.24820
H -2.93699 -14.12607 -21.09481
H -4.56294 -14.38433 -21.61356
H -3.08087 -14.07024 -22.76288
O 4.25103 -9.22141 -15.66413
S 4.52599 -10.61873 -15.30778
O 5.70960 -10.98864 -14.45741
O 3.23002 -11.52591 -14.74434
C 1.92570 -10.90516 -14.67617
C 1.45177 -10.68188 -16.10912
C 4.62634 -11.35705 -17.02685
H 1.89688 -9.92914 -14.19176
H 1.19461 -11.48068 -14.10838
H 1.29964 -11.66978 -16.54388
H 1.99804 -10.02998 -16.79081
H 0.47877 -10.19365 -16.05432
H 5.04941 -10.54154 -17.61341
H 3.65776 -11.76203 -17.32002
H 5.29951 -12.21243 -17.08404

=====

74
Properties=species:S:1:pos:R:3 method="wB97M-V/def2-TZVPD" total_charge=0 spin_multiplicity=1 e_homo_ev=-9.81 homo_lumo_gap_ev=9.99 de_lowest_ev=0.000
C -0.85773 -5.19866 0.82421
O 0.45131 -5.13848 0.24587
P 0.92274 -3.93824 -0.66805
O 0.56478 -2.64107 -0.04521
O 2.53465 -4.18465 -0.71846
C 3.34124 -4.00912 0.44337
O 0.37400 -4.33727 -2.17564
C 0.97057 -5.42920 -2.87036
H -1.51461 -4.33246 0.74478
H -0.80013 -5.37632 1.89809
H -1.48662 -5.98258 0.40225
H 4.19631 -4.66812 0.29285
H 2.80521 -4.20001 1.37307
H 3.61952 -2.95524 0.43994
H 1.34874 -6.25080 -2.26203
H 1.82178 -4.97780 -3.38005
H 0.34543 -5.93638 -3.60525
C 6.14870 1.25799 3.90501
O 6.12360 -0.15048 4.22281
P 5.01690 -0.69896 5.24572
O 5.09225 -0.01652 6.55652
O 5.27998 -2.32740 5.28253
C 6.50757 -2.92603 5.69890
O 3.59980 -0.54397 4.51278
C 2.40464 -1.27314 4.93432
H 5.46412 1.37560 3.06500
H 7.09064 1.71092 3.59563
H 5.64781 1.80224 4.70563
H 7.18114 -2.22741 6.19520
H 7.01442 -3.32729 4.82130
H 6.24960 -3.78104 6.32382
H 2.31717 -2.15505 4.29974
H 1.51736 -0.65196 4.81186
H 2.53649 -1.65988 5.94484
Cl -1.28849 6.98810 -4.05647
C -2.24660 8.45300 -3.62490
Cl -3.19829 8.20613 -2.14970
H -1.67304 9.37990 -3.62242
H -2.95681 8.63384 -4.43174
Cl -1.05718 -0.30314 -6.24672
C 0.17616 0.62404 -5.36373
Cl 1.65367 0.77626 -6.35284
H -0.14208 1.64407 -5.14844
H 0.45364 0.23181 -4.38533
Cl 2.30477 11.41670 -0.43782
C 2.62638 9.82087 0.32483
Cl 1.17334 9.03875 1.00550
H 2.96167 9.16555 -0.47906
H 3.43892 9.93697 1.04205
Cl -7.82547 2.98798 -0.50491
C -7.16504 2.63693 -2.13753
Cl -8.47856 2.55388 -3.21439
H -6.58071 3.53989 -2.31452
H -6.57302 1.72181 -2.15025
O 0.82627 2.19685 0.74172
C -0.24035 3.01282 1.14403
C -1.41893 2.91602 0.18182
O -2.11107 1.73618 0.28733
H 0.63229 1.28486 0.97029
H -0.55141 2.68485 2.13588
H 0.06299 4.05930 1.11275
H -0.90040 2.93368 -0.77679
H -2.02377 3.80455 0.36286
H -1.49243 1.00260 0.26000
O -6.55320 -4.41187 -1.26802
C -5.60915 -3.89237 -2.22780
C -6.26943 -3.63317 -3.63705
O -7.10782 -2.48589 -3.53572
H -6.66802 -5.36138 -1.35085
H -5.24035 -2.94509 -1.83441
H -4.77080 -4.58844 -2.25539
H -6.82976 -4.50036 -3.98649
H -5.41680 -3.41927 -4.28154
H -7.75034 -2.69853 -2.85488

=====

59
Properties=species:S:1:pos:R:3 method="wB97M-V/def2-TZVPD" total_charge=0 spin_multiplicity=1 e_homo_ev=-7.51 homo_lumo_gap_ev=7.84 de_lowest_ev=0.780
Mg 0.05074 0.00432 -0.02766
C -0.49499 -0.17043 -4.35511
C -0.59919 0.72422 -3.13204
C -1.77195 1.71982 -3.30308
O -0.63730 0.05164 -1.92332
H -1.46105 -0.50357 -4.73982
H 0.26628 -0.94489 -4.28087
H -0.15282 0.47246 -5.17992
H 0.28655 1.37599 -3.02543
H -1.89856 2.33810 -2.40984
H -2.72821 1.17917 -3.31379
H -1.73025 2.30281 -4.22373
C 2.36009 0.40732 3.62884
C 0.90980 0.16509 3.16062
C -0.01291 1.30998 3.60077
O 0.78720 -0.13269 1.82728
H 2.78909 1.14896 2.94328
H 2.99067 -0.47831 3.65121
H 2.39035 0.92116 4.59288
H 0.56507 -0.69397 3.76308
H 0.21753 1.62112 4.62189
H -1.04706 0.99339 3.47808
H 0.17018 2.20543 2.99368
C -1.76135 -3.98838 0.79790
C -1.64425 -2.47644 1.04705
O -0.97878 -1.87506 -0.05156
H -2.30357 -4.15934 -0.13379
H -2.35312 -4.47743 1.57395
H -0.76305 -4.42285 0.78412
H -1.23244 -2.30387 2.03786
H -2.67121 -2.09940 1.10734
H -1.45232 -2.08435 -0.86543
C 2.86267 -1.93138 -2.56035
C 1.75001 -2.16080 -1.54109
O 1.71454 -1.07560 -0.63200
H 3.77735 -1.56460 -2.09075
H 2.52181 -1.23399 -3.32366
H 3.18645 -2.86647 -3.02570
H 1.89194 -3.12596 -1.04515
H 0.80107 -2.26670 -2.06106
H 2.36425 -1.14228 0.07738
C 3.25377 2.28828 -0.27177
C 1.97534 2.77674 0.39327
O 0.88403 2.01639 -0.15775
H 4.06439 2.85533 0.21404
H 3.38457 2.47847 -1.33331
H 3.44187 1.25628 0.01848
H 1.80709 3.83354 0.16413
H 2.08789 2.66796 1.47399
H 0.30734 2.68235 -0.54585
C -3.61273 0.36945 2.02347
C -3.07553 0.78330 0.64821
O -1.67100 0.94770 0.62406
H -4.52880 -0.20916 1.89997
H -3.86465 1.22552 2.65423
H -2.87767 -0.22647 2.56181
H -3.59900 1.66253 0.26712
H -3.43722 -0.01690 0.00011
H -1.49896 1.84643 0.92368

=====

67
Properties=species:S:1:pos:R:3 method="wB97M-V/def2-TZVPD" total_charge=+5 spin_multiplicity=1 e_homo_ev=-20.01 homo_lumo_gap_ev=1.70 de_lowest_ev=0.000
Sn 5.11438 -2.74371 -1.86273
Sn 3.97334 0.95425 -4.33184
Sn 0.18300 -2.20479 -3.44997
Sn 4.89461 1.25208 0.58006
P 2.49520 -0.46861 -1.41968
O 3.45239 -1.06683 -0.37108
O 2.89886 -1.28085 -2.72736
O 2.95020 1.02426 -1.56830
O 1.03947 -0.52766 -1.09067
C 2.05536 5.60948 -2.83880
C 1.88766 4.22136 -2.26794
C 1.00589 3.32224 -3.15658
O 3.10491 3.52405 -2.03794
H 1.10612 6.13511 -2.87441
H 2.52629 5.42136 -3.80808
H 2.75156 6.19817 -2.24188
H 1.33589 4.35391 -1.32435
H 0.72985 2.35340 -2.71848
H 1.43396 3.07811 -4.14029
H 0.02325 3.78146 -3.28924
H 2.96412 2.60537 -1.75328
C -3.17439 1.51166 -2.61863
C -2.36815 1.19726 -1.36702
C -3.07486 1.10768 -0.02685
O -1.60230 -0.00892 -1.68981
H -3.85703 0.68403 -2.83937
H -2.50552 1.45897 -3.47909
H -3.78558 2.40898 -2.57681
H -1.53483 1.90947 -1.31199
H -4.10327 1.46752 -0.05838
H -2.61768 1.73722 0.74470
H -3.05518 0.15413 0.50448
H -0.74664 0.01524 -1.25720
C -1.79471 -2.66923 0.30272
C -0.74646 -3.74212 0.48398
C -1.25267 -5.19032 0.33459
O -1.74582 -5.70564 1.53347
C -3.03869 -5.30246 1.95241
N 0.41956 -3.45209 -0.37564
H -1.34871 -1.70231 0.07726
H -2.36559 -2.51226 1.22039
H -2.57035 -2.84081 -0.44725
H -0.27263 -3.70859 1.47286
H -0.38504 -5.83411 0.16723
H -1.92756 -5.30056 -0.52004
H -3.51647 -5.97062 2.66693
H -3.72004 -5.10616 1.12350
H -2.85330 -4.37904 2.52445
H 0.67737 -2.46946 -0.44854
H 1.31045 -3.74691 0.02498
C 1.48463 -0.76881 2.84865
C 1.07980 0.66791 2.50655
C 0.80464 1.56775 3.76203
O -0.04923 1.02952 4.71592
C -1.37116 0.77595 4.24342
N 2.05500 1.27761 1.60712
H 2.46208 -0.76816 3.34269
H 1.61239 -1.33693 1.92100
H 0.81031 -1.31655 3.50305
H 0.14152 0.48640 1.96375
H 0.33719 2.52175 3.47217
H 1.72042 1.74552 4.33228
H -1.39300 -0.05586 3.52602
H -1.84415 1.66879 3.83582
H -1.90749 0.33867 5.08357
H 1.59509 2.01466 1.06536
H 2.09172 0.59911 0.84614